[1]
{
  "formula": "C24H61FN3O8Pb",
  "method": "ωB97M-V/def2-TZVPD",
  "e_above_lowest_kcal_mol": 506.7,
  "max_force_ev_per_a": 13.72,
  "lumo_ev": -1.8273,
  "total_charge": 1,
  "species": ["Pb", "F", "C", "C", "C", "O", "H", "H", "H", "H", "H", "H", "H", "H", "C", "C", "C", "O", "H", "H", "H", "H", "H", "H", "H", "H", "C", "O", "C", "C", "N", "C", "C", "O", "C", "H", "H", "H", "H", "H", "H", "H", "H", "H", "H", "H", "H", "H", "H", "H", "C", "O", "C", "C", "N", "C", "C", "O", "C", "H", "H", "H", "H", "H", "H", "H", "H", "H", "H", "H", "H", "H", "H", "H", "C", "O", "C", "C", "N", "C", "C", "O", "C", "H", "H", "H", "H", "H", "H", "H", "H", "H", "H", "H", "H", "H", "H", "H"],
  "xyz": [[-0.165, 0.914, 1.414], [1.034, -0.240, 0.244], [4.107, 1.509, -0.516], [3.019, 1.308, -1.636], [3.316, -0.051, -2.354], [1.731, 1.291, -1.116], [5.094, 1.522, -0.979], [4.205, 0.702, 0.210], [3.972, 2.501, -0.085], [3.074, 2.024, -2.457], [2.503, -0.357, -3.012], [3.495, -0.887, -1.678], [4.212, -0.058, -2.975], [1.552, 0.483, -0.630], [3.483, -1.568, 1.632], [2.992, -2.639, 0.699], [3.332, -3.994, 1.140], [1.623, -2.358, 0.736], [3.009, -1.599, 2.613], [3.297, -0.605, 1.156], [4.561, -1.532, 1.786], [3.343, -2.562, -0.330], [2.959, -4.200, 2.143], [4.416, -4.109, 1.102], [3.070, -4.795, 0.449], [1.414, -1.445, 0.526], [-5.352, 0.062, 0.932], [-4.073, 0.079, 0.232], [-3.596, -1.302, 0.029], [-2.174, -1.310, -0.499], [-1.090, -0.934, 0.437], [-0.693, -2.025, 1.358], [0.335, -1.601, 2.443], [-0.201, -0.417, 3.163], [-0.901, -0.931, 4.284], [-5.911, -0.835, 0.665], [-6.016, 0.923, 0.864], [-5.119, -0.011, 1.994], [-4.318, -1.833, -0.591], [-3.654, -1.851, 0.969], [-2.168, -0.749, -1.434], [-1.863, -2.277, -0.894], [-0.277, -0.952, -0.163], [-0.124, -2.775, 0.808], [-1.502, -2.536, 1.879], [1.297, -1.326, 2.009], [0.569, -2.449, 3.087], [-1.392, -0.115, 4.815], [-0.222, -1.252, 5.074], [-1.686, -1.666, 4.110], [2.365, 6.381, 0.186], [1.668, 5.233, 0.443], [1.552, 4.804, 1.812], [0.642, 3.537, 1.970], [0.819, 2.455, 0.996], [2.151, 1.807, 1.044], [2.487, 1.126, 2.333], [1.393, 0.343, 2.890], [1.779, -0.325, 4.105], [2.114, 6.730, -0.816], [3.446, 6.253, 0.248], [1.991, 7.071, 0.943], [1.240, 5.559, 2.534], [2.570, 4.481, 2.027], [-0.382, 3.873, 1.802], [0.684, 3.085, 2.961], [0.855, 2.948, 0.116], [3.029, 2.425, 0.856], [2.245, 1.002, 0.316], [2.867, 1.844, 3.059], [3.222, 0.392, 2.002], [2.578, 0.140, 4.684], [2.121, -1.327, 3.845], [0.885, -0.532, 4.692], [0.336, 0.225, -2.219], [-0.944, 0.772, -2.409], [-1.438, 1.013, -3.767], [-2.399, -0.030, -4.281], [-3.748, -0.038, -3.607], [-4.429, -1.061, -4.300], [-5.646, -1.521, -3.578], [-5.415, -2.007, -2.242], [-5.003, -3.376, -2.053], [0.409, 0.056, -1.145], [1.073, 0.965, -2.530], [0.644, -0.672, -2.755], [-0.589, 1.282, -4.396], [-1.790, 2.044, -3.790], [-1.929, -0.987, -4.054], [-2.480, 0.034, -5.366], [-3.587, -0.296, -2.644], [-3.857, -1.982, -4.416], [-4.781, -0.617, -5.231], [-5.976, -2.332, -4.226], [-6.479, -0.819, -3.554], [-5.085, -3.657, -1.003], [-4.007, -3.565, -2.451], [-5.715, -3.909, -2.683]],
  "forces_ev_per_a": [[-13.0, -2.7, 3.5], [2.5, -1.7, 1.5], [1.4, 0.7, -2.4], [1.8, -2.0, -0.1], [0.2, -0.2, -0.1], [4.1, 5.1, -1.2], [0.0, 0.0, -0.4], [-0.3, 0.3, 0.0], [1.1, -0.4, -0.5], [0.1, 0.6, 0.5], [0.2, 0.2, 0.0], [-0.2, 0.1, 0.5], [0.1, 0.5, 0.0], [1.0, 0.2, -1.4], [2.2, 0.1, -0.6], [-0.1, 1.2, -0.2], [0.6, -1.6, 0.2], [1.3, -4.6, -2.3], [0.4, -0.3, -0.6], [-0.2, -1.1, -0.4], [0.2, -0.3, 0.1], [0.4, 0.5, -0.1], [0.1, -0.2, 0.0], [0.2, 0.3, 0.5], [-0.8, 0.1, 0.0], [1.0, -0.9, -0.6], [1.0, -0.9, 0.5], [-0.5, -0.8, -0.2], [-0.5, 0.8, 1.0], [-0.8, -0.6, -0.5], [-1.6, -2.6, -1.5], [0.0, -0.9, 1.1], [-1.8, 0.0, -0.6], [-7.0, -8.0, 3.8], [-2.0, 0.9, 0.9], [-0.1, 0.0, -0.2], [0.6, 0.3, -0.9], [0.0, -0.2, 0.3], [0.6, 0.5, -0.3], [0.2, 0.1, 0.6], [0.5, 0.8, 0.6], [-0.6, -0.7, 0.2], [-1.4, -0.4, -0.4], [-0.9, -0.2, 0.0], [-0.5, 0.5, -0.3], [-1.8, 0.0, 1.5], [-0.5, 0.1, 0.2], [-0.2, 0.4, -0.4], [-0.2, -1.0, -0.2], [0.2, -0.2, -0.4], [0.1, 1.3, 0.6], [-2.3, -2.9, 0.4], [1.4, -1.5, -0.9], [-0.5, 1.4, -0.3], [8.5, 9.7, -3.4], [1.6, 0.0, 2.7], [0.9, 0.5, 1.4], [8.9, 5.6, 0.5], [0.6, -0.5, 0.7], [-0.1, 0.0, 0.1], [0.2, 0.0, 0.2], [0.6, 0.9, -0.2], [-0.1, 0.3, -0.3], [0.2, 0.1, 0.8], [-0.2, 0.0, 0.2], [0.2, 0.5, 0.3], [-0.3, 0.0, -0.9], [-1.7, 0.4, 0.9], [0.5, 2.3, 2.5], [0.1, -0.2, 0.4], [0.4, 1.5, 1.3], [-0.1, 0.5, -0.4], [0.2, 0.2, 0.4], [1.8, 1.1, 0.3], [-1.9, -0.4, -2.8], [-1.8, -0.2, -1.1], [1.2, 1.4, 0.8], [0.2, 0.4, 1.4], [2.5, 1.0, -0.9], [-1.4, -0.1, 0.7], [-0.9, -1.4, 0.1], [0.2, 0.5, 0.2], [-1.0, 0.8, -1.8], [-1.7, -0.3, -3.2], [-1.6, -0.8, -1.2], [-1.0, -0.9, -0.3], [0.6, -1.3, -0.5], [-1.2, -0.1, 0.7], [0.2, -0.4, -0.3], [-0.3, 0.2, 0.1], [-0.2, 0.0, 0.2], [0.6, -0.1, -0.6], [0.2, -0.5, -0.4], [-0.5, -0.5, 0.2], [0.3, 0.3, 0.4], [-0.1, 0.2, -0.2], [0.2, 0.0, 0.2], [0.1, -0.8, 0.3]]
}

---

[2]
{
  "formula": "C33H25CuF10N7OSe2",
  "method": "ωB97M-V/def2-TZVPD",
  "multiplicity": 2,
  "max_force_ev_per_a": 3.67,
  "s2": 0.75,
  "lumo_ev": [0.0980, -0.1081],
  "species": ["Cu", "C", "N", "C", "C", "N", "C", "C", "F", "C", "F", "C", "F", "C", "F", "C", "F", "C", "C", "N", "C", "C", "F", "C", "F", "C", "F", "C", "F", "C", "F", "H", "H", "H", "H", "H", "H", "H", "H", "H", "H", "H", "Se", "Se", "C", "C", "C", "C", "C", "N", "C", "C", "C", "C", "C", "N", "H", "H", "H", "H", "H", "H", "H", "H", "N", "C", "O", "C", "C", "C", "N", "C", "C", "H", "H", "H", "H", "H", "H"],
  "xyz": [[0.244, -0.374, -0.675], [1.607, 0.490, -3.189], [0.275, 0.426, -2.558], [-0.708, -0.329, -3.393], [-0.649, -1.785, -3.001], [-0.825, -1.764, -1.551], [-1.250, -2.946, -0.926], [-2.205, -2.896, 0.075], [-2.808, -1.670, 0.318], [-2.519, -3.901, 0.932], [-3.122, -3.683, 2.104], [-2.029, -5.195, 0.610], [-2.226, -6.200, 1.452], [-1.262, -5.306, -0.556], [-0.877, -6.559, -0.846], [-0.890, -4.229, -1.303], [-0.065, -4.422, -2.379], [-0.307, 1.759, -2.267], [0.534, 2.432, -1.171], [0.980, 1.440, -0.211], [2.139, 1.727, 0.519], [2.909, 0.814, 1.259], [2.515, -0.503, 1.489], [4.002, 1.167, 2.005], [4.691, 0.136, 2.664], [4.539, 2.420, 2.083], [5.656, 2.650, 2.782], [3.987, 3.316, 1.149], [4.535, 4.528, 0.920], [2.873, 2.943, 0.438], [2.479, 4.018, -0.320], [1.685, 1.164, -4.055], [1.870, -0.493, -3.481], [2.323, 0.628, -2.420], [-0.517, -0.095, -4.465], [-1.663, 0.071, -3.142], [0.276, -2.336, -3.317], [-1.471, -2.346, -3.492], [-1.353, 1.674, -2.023], [-0.157, 2.377, -3.197], [-0.002, 3.278, -0.777], [1.286, 2.945, -1.820], [2.142, -2.362, -0.828], [1.534, -3.443, 1.146], [0.292, -2.127, 1.971], [-0.017, -2.392, 3.290], [-0.874, -1.469, 3.936], [-1.263, -0.336, 3.298], [-0.897, -0.135, 1.985], [-0.155, -1.062, 1.310], [3.991, -1.806, -0.518], [4.869, -2.290, 0.398], [6.174, -1.806, 0.376], [6.501, -0.847, -0.561], [5.557, -0.442, -1.550], [4.295, -0.911, -1.460], [0.472, -3.215, 3.790], [-1.209, -1.636, 4.937], [-1.853, 0.422, 3.848], [-1.122, 0.687, 1.354], [4.642, -3.071, 1.123], [6.893, -2.056, 1.136], [7.567, -0.443, -0.572], [5.823, 0.310, -2.302], [-7.766, 3.115, 0.797], [-6.739, 3.763, 0.278], [-6.819, 4.755, -0.417], [-5.338, 3.178, 0.471], [-4.246, 4.095, 0.418], [-2.974, 3.507, 0.579], [-2.746, 2.228, 0.792], [-3.776, 1.423, 0.898], [-5.137, 1.828, 0.743], [-8.582, 3.735, 0.788], [-7.750, 2.648, 1.674], [-4.385, 5.142, 0.351], [-2.104, 4.175, 0.398], [-3.575, 0.343, 1.054], [-5.926, 1.124, 0.804]],
  "forces_ev_per_a": [[0.0, -0.1, 0.2], [-0.8, -0.1, 0.3], [-1.2, 0.3, -0.6], [1.4, 0.2, -0.7], [0.1, -0.9, 0.0], [-0.7, -1.1, 0.5], [0.1, 1.4, -1.7], [-0.7, 2.6, 0.7], [0.6, -1.0, 0.0], [0.9, -2.3, 0.1], [-0.4, 0.0, -0.3], [-0.2, 2.4, -0.2], [0.0, -0.4, -0.1], [-0.9, -1.8, 1.3], [0.4, 0.2, -0.4], [0.9, 0.0, -0.9], [-0.5, -0.1, 0.9], [1.5, 0.7, -0.6], [0.5, 0.1, -1.8], [1.4, 0.0, 1.1], [-0.3, 0.0, -1.7], [-1.2, -1.3, 0.9], [0.1, 1.6, -0.5], [1.6, -2.1, 1.4], [-1.1, 1.5, -0.7], [0.1, 0.8, -1.3], [-0.1, 0.2, -0.1], [0.8, -0.5, 1.1], [-0.2, -0.6, 0.4], [-0.4, 1.5, -0.4], [-0.5, -0.6, 0.0], [-0.2, 0.0, 0.4], [0.0, -1.1, -0.8], [0.8, 1.0, 0.6], [-0.1, -0.4, 0.5], [-0.9, 0.0, 0.1], [-0.4, 0.8, 0.0], [0.2, 0.3, 0.2], [-0.3, -0.2, 0.1], [-0.7, -0.3, 0.7], [-0.5, 0.3, 0.6], [0.4, -0.7, 1.0], [0.6, -0.4, 0.3], [-0.6, 0.7, -0.1], [0.7, -0.1, -0.5], [-0.7, 1.0, 0.3], [1.2, -1.7, -0.2], [-1.0, 1.7, 0.0], [1.2, -1.8, -0.8], [-0.1, 0.5, 0.6], [-0.8, 0.5, -1.2], [1.0, -1.0, 1.0], [-0.6, 0.9, -0.2], [1.4, 0.9, -1.4], [0.0, -0.8, 2.1], [0.8, 0.4, -0.5], [-0.3, -0.1, 0.2], [0.1, -0.2, 0.6], [0.3, -0.5, -0.6], [-0.5, 1.0, 0.1], [-0.4, 0.3, -0.2], [0.1, -0.4, 0.1], [-1.7, -0.5, -0.1], [-0.4, -0.4, 0.2], [-3.1, 0.5, 0.6], [3.5, 0.5, -1.1], [-0.7, 0.2, 0.1], [-0.3, 0.8, 0.6], [0.2, -3.2, 0.7], [-0.5, 2.4, -1.0], [0.5, -0.3, 0.0], [-1.9, -1.2, -0.1], [2.5, 1.1, -0.1], [0.1, -0.5, -0.4], [0.8, -0.6, 0.4], [-0.2, 0.7, -0.4], [-0.4, -0.7, 0.5], [0.0, 0.8, 0.0], [-0.6, -0.5, 0.0]]
}

---

[3]
{
  "formula": "C5H15N2",
  "method": "ωB97M-V/def2-TZVPD",
  "e_above_lowest_kcal_mol": 146.5,
  "multiplicity": 2,
  "max_force_ev_per_a": 7.55,
  "s2": 0.75,
  "lumo_ev": [-12.0402, -12.1061],
  "total_charge": 2,
  "species": ["C", "C", "C", "C", "C", "N", "N", "H", "H", "H", "H", "H", "H", "H", "H", "H", "H", "H", "H", "H", "H", "H"],
  "xyz": [[-0.982, -1.159, -1.635], [-1.023, 0.330, -1.249], [0.226, 0.821, -0.410], [0.380, 0.019, 0.863], [-0.424, 0.512, 2.055], [-0.037, 1.850, 2.525], [1.678, -1.656, -1.464], [-0.833, -1.183, -2.755], [-1.907, -1.658, -1.366], [-1.957, 0.669, -0.677], [-0.987, 0.992, -2.091], [1.134, 0.745, -1.083], [0.032, 1.842, -0.150], [1.421, -0.238, 1.150], [-0.136, -0.928, 0.541], [-1.455, 0.582, 1.784], [-0.326, -0.261, 2.873], [0.887, 1.964, 2.897], [-0.749, 2.418, 3.005], [2.633, -1.685, -1.870], [1.663, -2.610, -1.078], [0.763, -1.364, -1.866]],
  "forces_ev_per_a": [[-3.8, 5.3, -3.7], [0.3, -0.7, 2.2], [0.9, 0.2, -1.0], [0.0, -2.1, -0.4], [0.2, 0.7, -0.2], [-1.1, -2.0, 1.1], [1.0, -1.4, 2.3], [0.9, -1.1, 1.2], [0.8, -1.7, 1.1], [1.1, -1.4, -0.4], [0.3, -0.2, -1.3], [-1.0, 0.2, 1.0], [0.1, 0.8, -0.3], [-0.5, 0.3, -0.4], [0.9, 0.3, 1.3], [-0.8, 0.0, 0.1], [0.1, 0.9, -0.1], [1.0, 0.4, -0.1], [0.1, 0.2, -0.5], [-1.5, 0.9, -1.3], [-0.8, 0.5, 0.0], [1.7, -0.3, -0.6]]
}

---

[4]
{
  "formula": "C6H10N4O2",
  "method": "ωB97M-V/def2-TZVPD",
  "e_above_lowest_kcal_mol": 139.6,
  "max_force_ev_per_a": 4.97,
  "lumo_ev": -0.7047,
  "species": ["C", "C", "C", "C", "C", "N", "C", "N", "N", "N", "O", "O", "H", "H", "H", "H", "H", "H", "H", "H", "H", "H"],
  "xyz": [[-2.002, -1.614, 1.402], [-1.511, -0.694, 0.573], [-1.574, -0.664, -0.795], [-0.810, 0.036, -1.627], [0.294, 1.035, -1.157], [-0.311, 2.364, -0.854], [1.237, 0.501, -0.114], [1.214, 0.856, 1.126], [2.070, 0.396, 2.029], [1.979, -0.622, -0.580], [2.882, -1.087, 0.161], [1.738, -1.088, -1.660], [-1.694, -1.474, 2.461], [-2.617, -2.508, 1.159], [-0.924, 0.122, 1.051], [-2.354, -1.316, -1.267], [-0.962, -0.132, -2.670], [0.849, 1.075, -2.108], [-0.851, 2.240, -0.075], [-0.935, 2.701, -1.740], [2.536, -0.485, 1.687], [1.746, 0.359, 3.000]],
  "forces_ev_per_a": [[0.1, -0.3, 1.2], [0.8, 0.7, 3.7], [-1.7, -1.0, -4.0], [0.5, 0.2, 1.6], [-1.4, 0.0, -2.1], [1.1, 0.5, -4.8], [-0.9, 0.6, 0.7], [0.1, 0.3, -0.3], [0.2, -1.8, -0.1], [2.0, -0.8, 0.8], [-0.8, 0.2, -0.7], [-0.3, -0.1, -0.6], [-0.7, -0.4, -0.7], [0.6, 0.9, -0.1], [-0.6, -0.8, -0.3], [0.7, 0.4, 0.4], [0.2, 0.3, -0.6], [0.4, 0.7, 0.6], [-2.1, 0.0, 2.2], [1.9, -1.3, 3.1], [-0.1, 1.1, 0.7], [-0.2, 0.6, -0.8]]
}

---

What did the third record say?
{
  "formula": "C5H15N2",
  "method": "ωB97M-V/def2-TZVPD",
  "e_above_lowest_kcal_mol": 146.5,
  "multiplicity": 2,
  "max_force_ev_per_a": 7.55,
  "s2": 0.75,
  "lumo_ev": [-12.0402, -12.1061],
  "total_charge": 2,
  "species": ["C", "C", "C", "C", "C", "N", "N", "H", "H", "H", "H", "H", "H", "H", "H", "H", "H", "H", "H", "H", "H", "H"],
  "xyz": [[-0.982, -1.159, -1.635], [-1.023, 0.330, -1.249], [0.226, 0.821, -0.410], [0.380, 0.019, 0.863], [-0.424, 0.512, 2.055], [-0.037, 1.850, 2.525], [1.678, -1.656, -1.464], [-0.833, -1.183, -2.755], [-1.907, -1.658, -1.366], [-1.957, 0.669, -0.677], [-0.987, 0.992, -2.091], [1.134, 0.745, -1.083], [0.032, 1.842, -0.150], [1.421, -0.238, 1.150], [-0.136, -0.928, 0.541], [-1.455, 0.582, 1.784], [-0.326, -0.261, 2.873], [0.887, 1.964, 2.897], [-0.749, 2.418, 3.005], [2.633, -1.685, -1.870], [1.663, -2.610, -1.078], [0.763, -1.364, -1.866]],
  "forces_ev_per_a": [[-3.8, 5.3, -3.7], [0.3, -0.7, 2.2], [0.9, 0.2, -1.0], [0.0, -2.1, -0.4], [0.2, 0.7, -0.2], [-1.1, -2.0, 1.1], [1.0, -1.4, 2.3], [0.9, -1.1, 1.2], [0.8, -1.7, 1.1], [1.1, -1.4, -0.4], [0.3, -0.2, -1.3], [-1.0, 0.2, 1.0], [0.1, 0.8, -0.3], [-0.5, 0.3, -0.4], [0.9, 0.3, 1.3], [-0.8, 0.0, 0.1], [0.1, 0.9, -0.1], [1.0, 0.4, -0.1], [0.1, 0.2, -0.5], [-1.5, 0.9, -1.3], [-0.8, 0.5, 0.0], [1.7, -0.3, -0.6]]
}

---

Q: What is the formula in the second record?
A: C33H25CuF10N7OSe2